Here is a molecular structure, C23H39O2OsSi at a distorted geometry from OMol25. Energies are from ωB97M-V/def2-TZVPD.

Values from the calculation:
Energy above the lowest of the compared OMol25 structures with the same formula, charge and spin ... 0.0 kcal/mol
Multiplicity ... 5
Net charge ... +1
DFT total energy ... -1429.9626 a.u.

Geometry (Å):
O1 -0.45 -0.91 -1.57
C1 -0.83 0.30 -2.43
C2 -0.88 -0.47 -3.71
H1 -0.03 1.04 -2.40
H2 -1.79 0.71 -2.09
C3 -0.48 -1.70 -2.88
H3 -0.09 -0.19 -4.43
H4 -1.87 -0.52 -4.18
C4 0.92 -2.17 -3.23
H5 1.64 -1.36 -3.02
H6 0.98 -2.46 -4.29
H7 1.21 -3.04 -2.63
C5 -1.57 -2.76 -2.84
H8 -2.54 -2.28 -2.67
H9 -1.39 -3.48 -2.03
H10 -1.60 -3.31 -3.79
Os1 -0.34 -1.44 0.57
C6 -2.18 -1.63 1.86
C7 -2.47 -0.28 2.21
C8 -2.91 0.41 1.06
H11 -2.50 0.10 3.23
C9 -2.90 -0.48 -0.03
C10 -2.46 -1.78 0.44
H12 -2.65 -2.74 -0.04
H13 -2.10 -2.43 2.59
H14 -3.28 1.44 1.06
H15 -3.30 -0.30 -1.02
C11 0.42 -2.82 1.98
C12 -0.22 -3.56 0.94
C13 0.46 -3.30 -0.27
H16 -1.06 -4.25 1.08
C14 1.54 -2.40 0.02
C15 1.52 -2.12 1.41
H17 2.20 -1.47 1.95
H18 0.12 -2.77 3.02
H19 0.23 -3.79 -1.21
H20 2.31 -2.05 -0.67
O2 2.34 3.19 -3.06
C16 2.22 2.25 -1.97
C17 1.11 2.71 -1.01
H21 3.19 2.16 -1.43
H22 2.03 1.24 -2.41
C18 0.41 3.88 -1.72
H23 1.57 3.06 -0.07
H24 0.41 1.92 -0.77
C19 1.47 4.33 -2.76
H25 0.13 4.66 -1.02
H26 -0.49 3.50 -2.24
H27 2.07 5.15 -2.32
H28 1.03 4.70 -3.69
C20 -0.43 2.42 3.55
Si1 0.62 0.93 3.08
C21 2.42 1.38 3.34
C22 0.24 -0.34 4.41
C23 0.29 0.43 1.24
H29 -0.48 2.53 4.64
H30 -1.46 2.33 3.18
H31 0.01 3.35 3.14
H32 2.59 1.69 4.39
H33 3.11 0.54 3.14
H34 2.74 2.23 2.71
H35 -0.71 -0.87 4.25
H36 1.05 -1.07 4.52
H37 0.16 0.21 5.36
H38 1.23 0.68 0.70
H39 -0.52 1.05 0.82